ORCA calculation (ωB97M-V/def2-TZVPD) on C45H32N9P2PdSSe2 as an isolated structure.

HOMO energy (spin up / spin down) in eV: -12.55 / -12.54
Molecular weight in g/mol: 1057.2
Total charge: +2
Multiplicity: 2
E_LUMO (spin up / spin down) in eV: -7.23 / -7.69
Orbital gap (spin up / spin down) in eV: 5.32 / 4.85

```
92
Properties=species:S:1:pos:R:3:forces:R:3:mulliken_charge:R:1
Pd -0.91866 0.17268 -0.96446 -0.433 0.333 -0.358 -0.28
C -3.72134 -1.99775 1.93154 -0.006 0.045 -0.083 -0.47
C -2.66819 -1.25989 1.40879 0.084 0.064 0.125 -0.63
N -2.64278 -0.91415 0.13048 0.565 -0.120 0.087 0.71
C -3.65615 -1.29434 -0.65359 -0.076 0.007 -0.030 -0.31
C -4.69849 -2.03919 -0.11004 -0.021 0.015 -0.004 -0.33
N -4.73140 -2.38759 1.16821 -0.031 -0.032 0.033 -0.56
C -3.59533 -0.89373 -2.08018 -0.129 -0.030 -0.078 0.54
C -4.61565 -1.12576 -2.98732 -0.016 -0.023 -0.012 -0.47
C -4.45589 -0.72299 -4.31035 -0.010 -0.009 0.022 0.23
C -3.26806 -0.09577 -4.67567 0.020 0.036 0.004 -0.50
C -2.29412 0.11954 -3.71521 -0.006 0.035 -0.105 0.55
N -2.47765 -0.27315 -2.45532 0.238 -0.151 0.096 0.09
C -0.98064 0.75456 -4.00061 -0.145 -0.062 -0.034 -0.34
C -0.63937 1.25775 -5.25156 0.051 0.029 -0.010 -0.29
N 0.55694 1.76879 -5.51386 0.000 -0.015 0.003 -0.58
C 1.43856 1.78127 -4.52592 -0.081 -0.004 -0.014 -0.64
C 1.11119 1.31599 -3.25933 0.141 0.044 0.117 -0.53
N -0.08948 0.81817 -2.99939 0.150 -0.239 0.510 0.51
C -5.51976 -0.96115 -5.30670 -0.005 -0.004 0.003 0.24
C -6.21043 -2.16535 -5.33558 -0.059 -0.101 -0.002 -0.49
C -7.19813 -2.34206 -6.29546 0.086 0.103 0.037 -0.42
N -7.52454 -1.40721 -7.18203 -0.064 -0.027 -0.056 -0.56
C -6.86538 -0.25412 -7.14810 0.066 -0.056 0.104 -0.42
C -5.85269 0.01448 -6.23657 -0.035 0.074 -0.092 -0.49
H -3.74073 -2.27632 2.97752 -0.009 -0.010 -0.010 0.43
H -1.84024 -0.93606 2.02845 0.009 -0.018 -0.015 0.45
H -5.52890 -2.37399 -0.71800 0.010 0.014 -0.007 0.41
H -5.54193 -1.59645 -2.69016 0.035 0.000 0.032 0.73
H -3.12102 0.18682 -5.70791 0.032 0.017 0.021 0.73
H -1.34775 1.25582 -6.06933 -0.001 -0.019 0.011 0.41
H 2.42557 2.17683 -4.73089 -0.019 -0.003 -0.010 0.45
H 1.82411 1.35805 -2.44599 0.001 -0.030 0.014 0.66
H -5.96914 -2.96982 -4.65095 -0.017 0.021 -0.023 0.49
H -7.74492 -3.27550 -6.35230 -0.009 0.003 -0.012 0.38
H -7.15772 0.49199 -7.87711 -0.009 -0.005 -0.006 0.38
H -5.36213 0.98040 -6.24026 -0.017 -0.020 -0.006 0.49
Se 3.32143 0.75285 3.16309 -0.009 -0.139 -0.008 0.00
P 3.31554 -1.42161 2.78796 -0.031 0.040 -0.180 1.14
C 4.95686 -1.91584 2.30847 0.015 0.020 0.187 0.35
C 5.36214 -1.82699 0.97664 -0.009 -0.027 -0.040 -0.30
C 6.66013 -2.16987 0.64195 -0.011 0.000 0.028 -0.72
C 7.54672 -2.57887 1.63217 -0.004 0.005 -0.013 -0.46
C 7.14311 -2.65503 2.95842 0.011 -0.009 0.027 -0.76
C 5.84394 -2.32441 3.30660 0.051 0.002 -0.104 -0.49
C 2.74362 -2.38284 4.17480 0.018 -0.087 -0.057 0.59
C 2.86091 -3.77510 4.08055 -0.003 0.076 0.074 -0.20
C 2.38521 -4.56215 5.11287 -0.014 0.001 0.015 -0.83
C 1.80015 -3.96974 6.22693 0.000 -0.004 0.001 -0.42
C 1.68683 -2.58985 6.31706 -0.006 0.016 -0.021 -0.73
C 2.15475 -1.78734 5.28719 0.025 -0.010 0.008 -0.51
C 2.15821 -1.67222 1.39960 -0.500 -0.604 -0.442 -0.57
C 1.58800 -0.68771 0.65727 -1.235 1.899 -0.839 1.76
N 0.24583 -2.28315 -0.37078 -1.369 1.149 -1.119 0.17
N 0.89216 -3.22686 0.29140 0.534 -0.218 0.445 -1.34
N 1.78212 -2.95293 1.18465 0.068 0.186 0.132 0.24
P -0.31633 1.89209 0.34570 0.550 0.204 0.487 0.90
Se -2.24966 2.56816 -0.00924 0.007 -0.035 -0.051 -0.21
C 1.04191 2.85751 -0.34284 -0.161 -0.021 -0.103 0.91
C 2.37105 2.53552 -0.07206 0.118 -0.046 0.127 0.03
C 3.38966 3.25379 -0.67878 -0.054 0.035 0.004 -0.59
C 3.08597 4.29475 -1.54932 -0.025 -0.012 -0.009 -0.67
C 1.76126 4.62036 -1.81273 -0.005 -0.015 0.024 -0.74
C 0.73645 3.90274 -1.21326 0.004 0.056 -0.077 -0.91
C -0.22677 2.88966 3.12784 -0.093 -0.026 -0.068 0.30
C -1.47706 3.01952 3.72178 0.016 0.071 0.030 -0.49
C -1.79731 4.20643 4.36159 -0.012 0.010 0.009 -0.65
C -0.87778 5.24737 4.40169 -0.012 -0.022 -0.002 -0.52
C 0.36875 5.10757 3.80624 0.017 -0.008 0.000 -0.81
C 0.70303 3.92420 3.16525 -0.033 0.003 -0.006 -0.03
H 4.66737 -1.51139 0.20755 -0.003 0.007 0.011 0.38
H 6.98244 -2.12478 -0.38924 -0.003 0.006 0.003 0.43
H 8.56114 -2.84328 1.36469 -0.005 -0.005 0.006 0.42
H 7.83846 -2.97614 3.72193 0.000 0.000 -0.011 0.42
H 5.51968 -2.39315 4.33649 0.002 -0.004 0.031 0.44
H 3.31560 -4.23188 3.21248 0.003 -0.024 -0.025 0.44
H 2.47193 -5.63834 5.05061 0.000 0.007 0.005 0.42
H 1.43455 -4.59168 7.03336 0.008 0.005 0.000 0.43
H 1.24095 -2.13602 7.19153 0.000 -0.004 -0.004 0.43
H 2.08057 -0.70993 5.35735 -0.005 0.004 0.009 0.34
H 2.61296 1.72738 0.60764 -0.078 -0.002 -0.092 0.09
H 4.42162 3.00710 -0.46552 -0.010 -0.002 0.004 0.49
H 3.88398 4.85901 -2.01446 -0.012 -0.003 -0.001 0.45
H 1.52390 5.43956 -2.47828 0.000 0.000 0.008 0.46
H -0.29631 4.15674 -1.41419 0.002 0.007 -0.003 0.39
H -2.18699 2.20404 3.67988 0.003 0.003 -0.002 0.47
H -2.76631 4.31866 4.82876 0.005 0.008 0.007 0.42
H -1.13308 6.17159 4.90259 -0.002 -0.007 -0.003 0.42
H 1.08305 5.91930 3.84267 -0.008 -0.008 0.000 0.43
H 1.67202 3.80972 2.69524 0.002 -0.022 -0.011 0.38
S 0.18738 1.35056 2.32820 -0.026 0.012 -0.156 -0.01
C 0.54643 -0.98791 -0.14286 1.989 -2.329 1.514 -0.16
```
Forces are in eV/Å.

---

ORCA calculation (ωB97M-V/def2-TZVPD) on C30H29BrFeN6O3Si as an isolated structure.

HOMO energy (spin up / spin down) in eV: -3.68 / -4.85
Molecular weight in g/mol: 685.4
Total charge: -1
Multiplicity: 2
E_LUMO (spin up / spin down) in eV: 2.41 / 2.28
Orbital gap (spin up / spin down) in eV: 6.09 / 7.13

```
71
Properties=species:S:1:pos:R:3:forces:R:3:mulliken_charge:R:1
Fe -0.58550 -0.51048 0.34458 -0.269 -0.178 0.195 0.40
O 0.56458 -2.13539 0.34214 0.005 0.040 -0.090 -0.34
C 0.28878 -3.16501 -0.37901 0.106 0.002 0.115 0.43
C 1.33534 -4.05108 -0.76743 -0.094 0.093 0.009 -0.90
C 1.09629 -5.15427 -1.54512 0.031 -0.098 -0.047 -0.47
C -0.19751 -5.48593 -1.98138 0.042 0.118 0.073 -0.88
C -1.23133 -4.66899 -1.58938 0.008 -0.057 -0.074 -0.54
C -1.02228 -3.52683 -0.80376 -0.144 0.107 -0.020 0.76
C -2.18344 -2.80548 -0.34845 0.114 -0.307 0.226 -0.47
N -2.14905 -1.77256 0.39760 -0.013 0.404 -0.463 0.47
C -3.41393 -1.18476 0.84813 0.003 -0.090 0.188 -1.01
C -3.18428 0.30650 1.11743 0.148 0.001 -0.213 -0.74
N -2.14961 0.69502 0.16756 -0.100 0.232 -0.109 0.85
C -2.45655 1.38205 -0.86264 0.225 -0.035 -0.097 -1.17
C -1.59756 1.53436 -2.03194 -0.356 -0.101 0.534 0.85
C -1.83784 2.59712 -2.91096 -0.002 0.095 -0.117 -0.15
C -1.15035 2.73310 -4.09447 0.076 -0.193 0.103 -0.99
C -0.22408 1.72728 -4.42710 -0.001 0.171 -0.162 -0.57
C 0.00183 0.65276 -3.60913 -0.113 -0.119 0.304 -0.83
C -0.66771 0.50462 -2.35006 0.261 0.035 -0.354 0.39
O -0.42327 -0.51904 -1.61752 -0.040 0.063 -0.050 -0.18
H 2.33618 -3.80574 -0.43868 0.053 0.010 0.008 0.34
H 1.93221 -5.78607 -1.82736 -0.008 0.002 -0.003 0.42
H -0.37383 -6.35991 -2.59291 0.002 -0.010 -0.006 0.38
H -2.24980 -4.90545 -1.88382 -0.001 -0.001 0.005 0.33
H -3.15321 -3.23596 -0.62451 -0.003 -0.004 0.063 0.26
H -4.18026 -1.32281 0.07719 -0.011 0.018 0.016 0.49
H -3.74533 -1.66442 1.77078 0.013 -0.048 0.001 0.48
H -4.10263 0.88608 0.98719 -0.015 -0.010 -0.040 0.63
H -2.80759 0.44164 2.12534 0.009 0.026 0.063 -0.15
H -3.44229 1.85793 -0.91444 0.003 -0.032 0.055 0.21
H -2.59113 3.33192 -2.64004 -0.002 -0.014 0.028 0.32
H -1.33288 3.56642 -4.75795 0.010 0.013 -0.010 0.39
H 0.31811 1.79919 -5.36422 0.001 -0.013 0.010 0.39
H 0.69430 -0.13357 -3.88605 -0.013 0.007 -0.047 0.57
C 1.45884 3.64841 2.11409 0.087 0.123 0.046 -1.21
Si 0.50170 3.15934 0.58597 -0.050 -0.109 0.049 -0.44
C -1.21415 3.85588 0.77278 -0.031 0.081 0.046 -0.83
C 1.29442 3.85329 -0.94894 -0.005 0.037 -0.110 -0.95
C 0.64217 1.32541 0.43595 0.023 -0.247 -0.124 0.62
C 1.42570 0.40255 0.21188 0.385 0.135 -0.088 -0.33
H 1.56449 4.73686 2.13857 0.013 -0.010 0.049 0.40
H 2.46064 3.21435 2.12982 0.006 -0.008 -0.022 0.36
H 0.93784 3.34126 3.02235 -0.013 0.017 -0.001 0.29
H -1.10300 4.93126 0.94545 -0.050 -0.006 0.028 0.50
H -1.74408 3.42949 1.62584 -0.013 -0.031 -0.002 0.28
H -1.81832 3.72186 -0.12172 -0.009 0.025 -0.016 0.19
H 1.28253 4.94634 -0.92735 0.019 -0.001 -0.022 0.40
H 0.74701 3.52142 -1.83553 0.012 0.006 -0.002 0.17
H 2.32892 3.51884 -1.04457 0.013 0.003 0.007 0.32
N 0.88930 0.57986 3.59945 0.022 0.004 -0.019 -0.29
C -0.33425 -0.03433 3.47054 0.184 0.024 0.012 0.72
O -0.65360 -0.54280 2.37942 -0.396 -0.090 0.147 -0.41
C -1.17055 -0.08763 4.62606 0.118 0.109 -0.181 0.28
C -0.76359 0.53622 5.82538 -0.296 -0.168 0.042 -0.19
N -0.43218 1.05110 6.80705 0.135 0.073 -0.037 -0.65
C -2.43275 -0.71186 4.52975 0.051 -0.079 0.067 0.18
N -3.46304 -1.22775 4.43503 -0.039 0.041 -0.039 -0.76
H 1.06164 1.15273 4.40966 -0.023 -0.024 0.012 0.31
H 1.29313 0.88385 2.72949 0.060 -0.002 -0.021 -0.10
Br 6.05506 -3.10650 -1.28306 0.036 -0.019 -0.008 -0.20
C 4.62237 -1.97932 -0.80624 -0.029 0.007 0.036 -0.03
C 4.22089 -1.86699 0.54091 -0.004 -0.014 0.027 -0.50
C 3.16741 -1.08593 0.87329 -0.011 0.041 -0.081 -0.47
N 2.50926 -0.33456 -0.10783 -0.160 -0.003 0.125 0.40
C 2.84382 -0.51089 -1.45527 0.038 -0.020 0.041 -0.34
C 3.88748 -1.30358 -1.79781 -0.020 0.014 -0.055 -0.45
H 4.71608 -2.42618 1.32156 0.016 -0.011 -0.019 0.43
H 2.76097 -1.00828 1.86858 -0.010 -0.007 0.025 0.47
H 2.21316 0.01156 -2.15551 0.007 -0.011 -0.009 0.41
H 4.13031 -1.41750 -2.84460 0.007 -0.009 0.004 0.43
```
Forces are in eV/Å.

---

ORCA calculation (ωB97M-V/def2-TZVPD) on a 5-piece molecular cluster, C3H17NO4 overall.

HOMO energy in eV: -8.81
Molecular weight in g/mol: 131.2
Multiplicity: 1
SMILES: CCCN.O.O.O.O
E_LUMO in eV: 0.42
Orbital gap in eV: 9.23

```
25
Properties=species:S:1:pos:R:3:forces:R:3:mulliken_charge:R:1
C 0.18493 -0.27231 -1.99354 -0.141 -0.027 2.453 -0.57
C 0.57151 -0.85501 -3.31184 -1.686 1.167 -0.372 -0.29
C -0.20893 -0.12976 -4.44536 0.857 0.434 -0.427 -1.08
N 0.95137 -0.73857 -0.82185 -0.487 0.149 -0.358 -0.45
H -0.84669 -0.53630 -1.69001 -0.008 0.691 -0.856 0.26
H 0.37264 0.81660 -1.99482 -0.629 -0.293 -0.181 0.34
H 0.19055 -1.87843 -3.33741 1.225 -0.296 0.043 0.29
H 1.61724 -0.57814 -3.36255 0.440 -1.167 -0.568 0.25
H 0.47641 0.53528 -4.98070 0.041 -0.255 -0.207 0.28
H -0.98458 0.57201 -4.14615 -0.322 -0.345 0.523 0.33
H -0.62412 -0.83421 -5.16304 -0.040 0.075 -0.041 0.33
H 1.57499 -0.07915 -0.40833 0.538 -0.206 0.008 0.16
H 1.18848 -1.71212 -0.75724 0.234 0.098 -0.037 0.16
H -1.10907 -3.49262 3.71390 -0.313 -0.762 1.007 0.33
H -1.60252 -4.44670 4.92985 -0.557 0.132 -0.383 0.32
O -0.86890 -3.99398 4.52146 0.874 0.634 -0.626 -0.65
H 0.23733 1.53433 0.81620 -0.375 -0.284 -0.732 0.32
H -0.66346 1.43187 2.09029 0.286 0.112 -0.498 0.31
O 0.22442 1.63809 1.75599 0.043 0.197 1.301 -0.64
H 3.47142 2.63656 4.59517 0.160 0.339 0.564 0.31
H 2.97667 1.93654 3.40482 -0.137 -0.258 -0.467 0.32
O 3.80227 2.16203 3.83746 -0.087 -0.089 -0.144 -0.64
H -3.74632 2.28264 1.50716 0.420 0.054 0.039 0.31
H -3.94500 1.87473 2.92167 0.105 -0.086 0.372 0.31
O -3.24065 2.12662 2.31884 -0.439 -0.011 -0.417 -0.62
```
Forces are in eV/Å.

---

Which ΔE to the lowest compared entry with this formula, charge and spin belongs to each record? In order, 2.723; 0.848; 1.215 eV.